DFT (wB97M-V/def2-TZVPD) results for a cluster of 6 separate species, C24H34NO18P in total at a distorted geometry.

```
78
Properties=species:S:1:pos:R:3:forces:R:3
P -1.124 1.232 3.660 -0.92 0.29 1.73
O 3.220 4.515 3.179 -4.45 -2.12 1.08
O 1.398 -4.510 1.475 -0.02 0.54 0.22
O -0.004 -3.317 2.766 0.81 -0.26 -0.24
O 0.873 4.323 -3.900 -0.35 -0.18 0.32
O -4.988 4.235 1.959 0.26 0.10 -0.45
O -2.597 -3.684 -0.398 0.59 -0.31 -0.57
O -1.914 -5.021 -2.096 -0.02 0.39 0.57
O 0.426 3.796 -1.760 -0.20 0.14 -0.50
O 2.946 -4.919 -6.357 -0.39 0.31 0.52
O -1.269 3.980 -3.252 1.00 0.03 0.17
O -3.413 3.825 0.386 -0.68 0.68 0.43
O 1.434 4.396 4.688 0.49 -2.72 -0.32
O 0.873 -4.277 -5.774 0.51 -0.14 0.30
O 2.052 -2.498 2.285 -0.63 -0.66 -0.12
O -0.538 -3.430 -1.307 -0.83 -0.30 0.21
O 2.543 -4.211 -4.244 -0.33 -0.22 -0.92
O -4.392 5.862 0.528 0.10 -0.52 0.23
O 0.393 2.799 6.185 1.63 2.77 -4.50
N 1.250 2.510 1.310 1.06 0.45 1.44
C -4.190 4.570 0.908 0.77 -0.65 -0.63
C -5.587 5.434 2.429 -0.42 0.10 0.76
C 1.212 2.933 2.712 -2.40 -0.80 2.30
C 1.226 -3.360 2.185 0.57 0.69 0.09
C -1.761 -4.014 -1.193 -0.56 0.36 0.40
C -0.812 -4.950 -2.993 0.11 -0.32 -0.78
C 2.157 -4.447 -5.355 0.55 0.16 0.81
C 0.692 3.229 5.044 -1.92 -2.55 1.74
C 1.837 3.723 -1.915 0.62 -0.21 0.65
C 0.232 -4.239 -2.188 0.97 0.14 -0.22
C 3.273 0.381 3.284 0.37 1.20 0.58
C 3.235 0.875 1.756 0.12 -1.22 -0.12
C 2.126 3.999 3.473 2.22 1.68 -1.66
C 0.309 2.456 3.705 2.69 1.49 -1.85
C 1.768 1.113 1.158 0.11 -0.68 -0.69
C 2.088 -5.281 -7.430 0.21 -0.48 -0.70
C 2.080 4.503 -3.172 0.68 0.32 -0.30
C -5.535 6.330 1.229 -0.40 0.71 -0.19
C 0.870 -4.443 -7.186 -0.66 0.22 -0.62
C -0.101 4.028 -2.995 -1.24 -0.05 -0.19
C -0.566 -0.569 3.774 0.04 -1.02 -0.56
C -0.756 -4.399 2.228 -1.03 -0.14 -0.05
C -2.275 1.552 2.196 0.46 0.97 -0.53
C 0.303 -5.360 1.784 -0.07 -0.79 -0.10
H -3.143 0.818 2.268 1.36 0.80 -0.25
H 2.556 -5.066 -8.392 0.12 0.00 0.21
H -1.765 1.595 1.176 -1.01 -0.40 1.18
H -1.113 -4.386 -3.880 0.02 -0.02 0.09
H -2.729 2.602 2.363 0.84 -1.77 -0.14
H 3.917 1.785 1.595 -1.20 -1.15 0.30
H -6.607 5.251 2.770 0.15 -0.18 -0.04
H -4.997 5.820 3.266 -0.01 -0.02 -0.07
H 2.935 4.127 -3.737 -0.20 0.03 -0.09
H -0.030 -0.977 2.855 -0.55 0.61 1.39
H -6.413 6.220 0.586 0.05 -0.03 0.04
H -0.047 -4.932 -7.518 0.03 0.09 0.22
H -0.495 -5.948 -3.299 -0.20 0.04 0.11
H 2.128 2.673 -2.011 -0.02 0.06 -0.01
H 2.461 -0.366 3.565 1.15 0.91 -0.70
H 1.877 -6.353 -7.369 0.01 0.07 0.03
H -1.416 -4.826 2.985 0.13 0.20 0.05
H -1.361 -4.029 1.397 0.08 -0.01 0.16
H 0.888 -3.626 -2.805 -0.11 0.00 0.26
H -1.530 -1.201 3.882 1.38 1.23 -0.20
H -5.422 7.382 1.498 0.14 -0.11 -0.15
H 1.826 0.871 0.029 -0.20 0.60 1.69
H 3.701 0.020 1.130 -0.82 1.36 0.92
H 0.001 -5.939 0.909 0.18 0.11 0.00
H 0.043 -0.797 4.725 -0.84 0.72 -1.54
H 0.604 -6.050 2.579 0.01 0.04 -0.05
H 0.843 -4.926 -1.594 -0.03 0.05 -0.02
H 0.937 -3.458 -7.658 0.02 -0.06 0.06
H 0.978 0.408 1.589 1.41 0.54 -0.36
H 4.312 -0.037 3.576 -1.72 0.54 -0.67
H 0.349 2.633 0.829 0.49 -0.04 0.66
H 3.129 1.307 3.956 0.18 -1.45 -0.86
H 2.222 5.571 -2.981 -0.03 -0.06 0.01
H 2.345 4.154 -1.052 -0.24 -0.12 0.03
```
Positions in Å, forces in eV/Å.

- SMILES = CCCNC1=C(P(C)C)C(=O)OC1=O.O=C1OCCO1.O=C1OCCO1.O=C1OCCO1.O=C1OCCO1.O=C1OCCO1
- E (a.u.) = -2685.28031
- Kohn-Sham gap (eV) = 7.09
- total charge = 0

DFT (wB97M-V/def2-TZVPD) results for a structure of composition C8H21AsBF2IrO2S3SbSi2.

```
42
Properties=species:S:1:pos:R:3:forces:R:3
Ir -0.350 0.453 0.307 -0.37 0.05 0.60
Sb 1.955 0.311 2.771 0.09 0.03 -0.09
As -0.332 2.797 -0.432 0.26 0.09 -0.07
S 1.893 -0.411 0.211 -0.16 -0.30 0.00
S -0.452 0.691 2.620 -0.09 0.00 0.15
S 2.932 2.348 2.691 0.01 0.04 -0.06
Si -1.663 4.135 0.967 0.08 -0.05 -0.17
Si 1.613 4.000 -1.021 -0.27 0.02 -0.08
F 0.361 -2.386 1.539 -0.02 -0.02 0.02
F 0.239 -2.459 -0.734 0.04 -0.05 -0.03
O -2.756 -1.118 0.343 -0.02 -0.01 -0.11
O -2.945 0.498 -1.197 0.01 -0.02 0.14
C 2.054 5.308 0.240 0.05 -0.04 -0.02
C -3.187 3.125 1.349 0.01 0.06 0.09
C 1.205 4.838 -2.655 0.02 0.00 0.00
C 2.996 2.779 -1.263 0.06 0.09 -0.03
C -0.755 4.598 2.530 -0.03 0.03 0.01
C -2.260 -0.046 -0.356 0.07 -0.13 -0.31
C -4.077 -1.534 -0.001 0.00 0.04 0.07
C -2.133 5.678 -0.001 -0.05 0.00 0.04
B 0.540 -1.739 0.370 0.24 0.26 -0.18
H 0.360 5.522 -2.555 -0.01 0.02 0.03
H -1.262 6.301 -0.207 0.05 0.01 0.00
H 2.944 5.838 -0.111 0.04 0.04 0.02
H 3.824 3.275 -1.780 0.03 -0.04 0.03
H 2.286 4.840 1.198 0.01 -0.01 0.02
H 2.679 1.921 -1.855 -0.04 -0.01 -0.04
H -1.439 5.174 3.162 0.04 0.00 0.06
H -4.234 -1.498 -1.078 0.02 -0.02 0.01
H -2.926 2.275 1.982 0.02 0.01 0.01
H -3.917 3.742 1.881 -0.03 -0.03 0.01
H -3.647 2.731 0.442 -0.01 0.01 -0.08
H 1.259 6.041 0.382 -0.03 -0.01 -0.03
H -2.850 6.277 0.566 -0.01 0.03 0.01
H -4.816 -0.893 0.484 0.00 0.01 -0.04
H 2.064 5.410 -3.016 0.02 0.01 -0.01
H -4.179 -2.553 0.370 0.00 0.02 0.00
H -2.590 5.415 -0.956 -0.03 -0.02 -0.01
H 0.943 4.100 -3.415 0.01 -0.02 -0.01
H 0.137 5.198 2.343 -0.06 -0.01 -0.03
H 3.345 2.412 -0.298 0.03 -0.02 0.07
H -0.444 3.702 3.066 0.01 -0.05 0.02
```
Positions in Å, forces in eV/Å.

- multiplicity = 5
- E (a.u.) = -5046.68064
- Kohn-Sham gap (alpha / beta) (eV) = 6.53 / 5.74
- total charge = -1

DFT (wB97M-V/def2-TZVPD) results for the molecule C4H4N2OS at a distorted geometry.

```
12
Properties=species:S:1:pos:R:3:forces:R:3
S -2.023 -0.302 0.201 2.44 -0.63 0.19
O -0.849 2.060 -0.183 0.09 0.56 0.41
N 1.818 0.719 0.008 0.19 -0.01 -0.56
N 0.580 -1.261 -0.314 -2.86 -1.36 0.60
C -0.665 -1.514 -0.069 -2.63 -3.00 -2.18
C 2.958 -0.165 0.241 0.61 -0.76 -0.29
C 0.761 0.082 -0.193 -2.16 2.94 1.04
C -0.693 0.907 -0.004 1.62 -0.65 -1.45
H -1.278 -2.554 -0.378 2.55 2.35 1.25
H 3.976 0.443 0.128 -2.31 -1.51 0.86
H 2.965 -1.081 -0.517 0.11 1.84 1.74
H 2.552 -0.529 1.289 2.35 0.24 -1.63
```
Positions in Å, forces in eV/Å.

- SMILES = C/N=C1\N=CSC1=O
- energy above the lowest of the compared OMol25 structures with the same formula, charge and spin (kcal/mol) = 65.2
- E (a.u.) = -737.66564
- Kohn-Sham gap (eV) = 8.90
- total charge = 0

DFT (wB97M-V/def2-TZVPD) results for the molecule C3H7NO4S at a distorted geometry.

```
16
Properties=species:S:1:pos:R:3:forces:R:3
S 0.403 -0.969 0.346 0.37 -0.21 -0.79
O -1.044 2.343 -1.218 -0.87 0.89 -0.30
O -1.721 0.277 -0.909 -0.74 1.32 -0.24
O -0.540 -1.338 1.371 -0.14 -0.43 -0.92
O 1.799 -1.109 0.690 -0.05 0.28 -0.35
N -0.986 1.251 -0.742 0.55 -2.42 -0.54
C 0.215 0.918 0.004 2.15 -1.16 0.91
C 0.180 -1.817 -1.275 2.35 -0.97 1.63
C 0.013 1.251 1.530 0.34 1.36 -1.70
H 0.371 -1.033 -1.988 0.07 -0.08 -0.53
H 0.953 0.943 1.964 0.02 0.20 0.66
H -0.768 -2.273 -1.358 -1.14 -0.11 -0.09
H -0.200 2.320 1.650 0.29 -0.24 0.13
H 0.992 -2.653 -1.269 -1.31 1.72 -0.09
H 1.156 1.247 -0.678 -2.12 -0.47 2.23
H -0.822 0.642 1.882 0.24 0.32 0.02
```
Positions in Å, forces in eV/Å.

- SMILES = C[C@H]([N+](=O)[O-])S(C)(=O)=O
- energy above the lowest of the compared OMol25 structures with the same formula, charge and spin (kcal/mol) = 107.3
- E (a.u.) = -872.25289
- Kohn-Sham gap (eV) = 10.48
- total charge = 0